14
Properties=species:S:1:pos:R:3:forces:R:3:lowdin_charge:R:1 method="wB97M-V/def2-TZVPD" total_charge=0 e_above_lowest_kcal_mol=42.1 e_lumo_ev=1.108 homo_lumo_gap_ev=11.75 fmax_ha_per_bohr=0.095
F 1.35398 1.42795 -0.89300 -0.11 0.35 0.37 -0.09
F -1.39261 -0.48254 -1.63047 -1.20 0.55 -2.51 -0.04
C -0.47374 -0.87004 0.37875 1.26 -2.10 -1.28 -0.16
C -0.33449 -1.18903 -1.20687 0.11 -0.65 4.86 -0.22
C 0.42409 1.68454 0.14512 2.36 -2.44 1.23 -0.15
C 0.28173 0.36240 0.95114 -0.66 -1.54 -2.33 -0.17
H -0.06398 -1.81827 0.82596 -0.15 1.02 0.25 0.10
H -0.34932 2.20940 -0.32540 -1.67 0.25 -0.27 0.10
H 1.26871 -0.06056 1.20012 -0.08 0.97 -0.03 0.12
H -1.55082 -0.92070 0.60996 0.39 0.38 -0.25 0.10
H 0.61855 -0.83404 -1.54480 0.27 0.30 -0.73 0.09
H -0.41153 -2.30756 -1.27116 -0.39 1.08 -0.70 0.12
H 0.88997 2.25741 0.93817 0.37 1.02 -0.47 0.10
H -0.26052 0.54104 1.82247 -0.49 0.79 1.85 0.08

16
Properties=species:S:1:pos:R:3:forces:R:3:lowdin_charge:R:1 method="wB97M-V/def2-TZVPD" total_charge=+1 e_above_lowest_kcal_mol=104.8 e_lumo_ev="-5.663 / -4.214" homo_lumo_gap_ev="7.50 / 10.20" fmax_ha_per_bohr=0.124
F 0.83334 -1.81565 -0.05714 -0.03 -0.23 -0.07 0.13
F -1.13848 -1.56021 -0.88233 -0.90 -0.52 -0.40 0.17
O -0.69339 1.32036 -0.27895 -0.26 1.04 3.14 0.08
N 0.16931 0.28834 -0.65159 -1.06 -2.15 -0.80 -0.13
C -1.07711 -0.80988 2.63743 4.95 3.91 -0.97 0.22
C -0.24482 -1.06045 -0.08849 -0.21 0.71 1.28 -0.30
C 1.61128 0.44938 -0.67053 0.59 3.54 2.24 0.05
C -0.70332 1.09440 -1.59394 3.82 1.54 -2.53 0.01
H -0.03513 -1.01305 3.00783 -1.55 -0.37 -0.24 0.05
H 1.97339 0.12572 -1.58295 0.69 -0.91 -1.78 0.10
H 1.65972 1.56174 -0.64654 0.76 -0.63 -0.01 0.13
H 2.21088 0.04377 0.18664 -1.21 0.24 -0.71 0.14
H -1.55422 0.68474 -2.08930 -0.47 -0.55 -0.10 0.14
H -1.81193 -1.45585 2.45907 -2.74 -2.72 -0.33 -0.04
H -1.21203 0.27000 2.43214 -0.36 -0.85 0.35 0.02
H 0.01250 1.87665 -2.18135 -2.02 -2.03 0.96 0.20

15
Properties=species:S:1:pos:R:3:forces:R:3:lowdin_charge:R:1 method="wB97M-V/def2-TZVPD" total_charge=0 e_above_lowest_kcal_mol=49.2 e_lumo_ev=-0.196 homo_lumo_gap_ev=8.97 fmax_ha_per_bohr=0.127
I 2.86028 -1.19423 1.01313 0.09 -0.02 0.53 0.89
F -1.11464 -0.79733 1.18290 -1.56 -3.03 1.27 0.09
O 2.06459 -1.02269 -0.73883 2.19 -0.50 -1.01 -0.77
C -0.45315 0.21344 0.72033 -0.82 0.68 0.39 -0.51
C -0.63457 -0.76251 -1.66725 -4.64 4.17 1.94 -0.05
C -0.25701 0.27075 -0.54645 1.60 0.30 -4.78 -0.14
C -0.29567 1.23352 1.73711 -0.65 2.27 -1.38 -0.01
H 0.07835 -1.22354 -2.23815 1.90 -1.69 -0.71 0.04
H -1.47571 -1.26625 -1.16831 0.70 -1.14 -0.77 0.08
H 0.27510 1.12073 -0.97147 -0.05 0.10 0.52 0.13
H 1.13103 -0.93841 -0.67094 -1.17 0.11 0.62 -0.13
H -1.07025 2.03089 1.50438 1.18 -0.49 0.22 0.12
H -0.63087 0.85006 2.65845 0.48 -0.46 1.39 0.07
H 0.71980 1.59707 1.61548 -0.03 0.49 0.88 0.08
H -1.19727 -0.11150 -2.43037 0.79 -0.78 0.89 0.10

15
Properties=species:S:1:pos:R:3:forces:R:3:lowdin_charge:R:1 method="wB97M-V/def2-TZVPD" total_charge=0 e_above_lowest_kcal_mol=65.0 e_lumo_ev="-0.035 / 0.590" homo_lumo_gap_ev="6.79 / 8.48" fmax_ha_per_bohr=0.030
I -2.15023 0.37418 -1.58978 -0.04 0.10 0.36 0.85
F -1.64838 -0.07256 1.24262 0.15 0.30 -0.34 -0.10
O 0.89557 -0.58820 -1.83343 0.20 -0.41 -0.76 -0.08
C -1.14602 0.72944 0.25429 0.37 -0.62 -0.02 -0.77
C -1.00120 2.14778 0.69682 0.06 -0.14 0.04 -0.17
C 1.29021 -0.63717 -0.56293 -1.06 0.79 0.78 -0.26
C 1.14263 -1.85402 0.25831 0.07 -0.06 -0.29 -0.09
H -0.23394 2.19227 1.47276 0.00 0.00 0.00 0.08
H 1.36671 -1.64203 1.29813 -0.02 0.01 0.10 0.08
H 1.91185 0.19303 -0.27840 0.19 0.02 -0.04 0.10
H 0.12899 -2.25295 0.18646 -0.11 -0.03 0.07 0.08
H 0.23445 -1.27129 -2.03473 0.17 0.19 0.16 0.06
H 1.82622 -2.63559 -0.09072 0.06 -0.14 0.04 0.08
H -0.69161 2.76529 -0.14084 0.04 0.04 -0.03 0.06
H -1.92525 2.55181 1.12144 -0.08 -0.05 -0.07 0.08

14
Properties=species:S:1:pos:R:3:forces:R:3:lowdin_charge:R:1 method="wB97M-V/def2-TZVPD" total_charge=0 e_above_lowest_kcal_mol=30.5 e_lumo_ev=1.152 homo_lumo_gap_ev=10.52 fmax_ha_per_bohr=0.036
F -1.48537 -2.45806 -1.01325 -0.03 -0.13 0.50 -0.05
N 0.42373 0.63744 -0.18197 0.55 -0.54 -1.07 -0.15
C -0.99840 -1.18514 -1.22577 0.98 0.53 -0.22 -0.17
C 1.03981 -0.54116 0.37828 -0.46 -0.13 -0.53 -0.10
C -0.40882 -0.52588 0.00456 -0.90 0.05 1.26 -0.26
C 0.39217 1.73831 0.72254 -0.45 -0.31 1.75 -0.12
H -0.29590 2.47075 0.37900 -0.67 0.75 -0.32 0.06
H -1.80474 -0.58334 -1.61978 -0.30 0.21 -0.10 0.12
H -1.12618 -0.43323 0.84258 0.41 -0.26 -0.32 0.15
H 1.38968 2.18720 0.71668 -0.16 -0.06 0.34 0.09
H 0.05195 1.44759 1.79817 0.73 0.36 -1.44 0.11
H -0.21195 -1.26432 -1.97391 0.03 0.06 -0.19 0.12
H 1.27424 -0.45300 1.42230 0.13 -0.28 0.40 0.10
H 1.75978 -1.03715 -0.24944 0.14 -0.24 -0.07 0.10

14
Properties=species:S:1:pos:R:3:forces:R:3:lowdin_charge:R:1 method="wB97M-V/def2-TZVPD" total_charge=0 e_above_lowest_kcal_mol=25.6 e_lumo_ev=1.054 homo_lumo_gap_ev=10.09 fmax_ha_per_bohr=0.057
F -0.84557 1.97828 -0.00151 -0.29 0.21 0.46 0.04
N -2.10823 -0.38549 -0.52290 -1.61 -0.24 0.50 -0.02
C -0.11884 0.85125 0.14223 0.21 -0.83 -1.06 -0.32
C -0.95774 -0.36952 0.39066 -2.00 -0.03 2.15 -0.24
C 1.96378 -0.36732 -0.12817 0.13 -1.99 -0.37 -0.12
C 1.15817 0.84867 -0.18444 0.09 1.88 -0.31 -0.14
H 1.33357 -1.21164 0.38609 2.02 1.55 -0.65 0.10
H -1.31014 -0.42011 1.49946 0.53 0.55 -1.37 0.14
H -2.62626 0.49954 -0.42410 0.40 -0.47 -0.16 0.07
H 1.70966 1.80629 -0.44210 -1.05 -1.14 0.27 0.14
H 2.22758 -0.76914 -1.17157 -0.21 0.68 1.41 0.10
H 2.88668 -0.00818 0.37225 -0.25 -1.28 0.00 0.08
H -0.50448 -1.34098 0.28860 0.78 0.13 -0.35 0.08
H -2.80817 -1.11166 -0.20450 1.24 0.99 -0.50 0.09

14
Properties=species:S:1:pos:R:3:forces:R:3:lowdin_charge:R:1 method="wB97M-V/def2-TZVPD" total_charge=0 e_above_lowest_kcal_mol=37.2 e_lumo_ev=1.097 homo_lumo_gap_ev=10.13 fmax_ha_per_bohr=0.061
F -0.96800 -2.61563 -0.03757 -0.63 -0.67 -0.66 0.00
N 0.27754 1.15009 -0.55341 0.94 -0.22 -0.54 -0.17
C 0.68937 2.55722 -0.73756 -2.07 -0.21 -2.34 -0.14
C 0.12661 -0.81965 0.80631 0.93 -1.16 -0.66 -0.10
C -0.76538 -1.29996 -0.07039 -0.87 2.14 0.46 -0.19
C 0.46892 0.65033 0.79088 0.07 -0.45 0.72 -0.29
H 0.89181 0.49643 -1.12005 -1.03 1.42 0.46 0.13
H 1.53814 0.81573 1.08545 -0.84 -0.09 0.44 0.12
H 1.66371 2.81347 -0.37731 0.65 0.21 0.53 0.05
H -0.25781 1.09427 1.49925 0.72 0.49 -0.24 0.12
H -1.51150 -0.61979 -0.71838 1.96 -2.03 1.38 0.16
H -0.11132 3.29980 -0.41556 1.06 -1.10 0.06 0.09
H 0.68185 2.64681 -1.86729 0.30 0.32 1.18 0.09
H 0.75725 -1.58433 1.39050 -1.19 1.38 -0.79 0.14

15
Properties=species:S:1:pos:R:3:forces:R:3:lowdin_charge:R:1 method="wB97M-V/def2-TZVPD" total_charge=+1 e_above_lowest_kcal_mol=25.4 e_lumo_ev=-4.035 homo_lumo_gap_ev=10.29 fmax_ha_per_bohr=0.090
F -0.36424 -1.78675 -0.26645 0.25 0.16 0.06 0.09
N 1.82721 1.25497 -0.17776 -2.45 -3.51 0.21 0.22
N 2.29990 -1.02723 0.13772 -1.51 -2.74 0.18 0.21
C -2.65016 -0.04884 0.04107 -0.81 2.41 2.13 -0.04
C -1.22551 0.36459 0.00148 -0.48 -0.13 0.36 -0.07
C 1.45182 -0.06812 -0.07207 -2.55 2.01 -0.10 -0.16
C -0.23533 -0.46655 -0.13921 4.65 0.06 0.09 -0.17
H -2.84816 -0.72204 -0.71200 -0.78 -1.44 -1.66 0.06
H 1.98916 -2.05598 0.28460 0.47 2.57 -0.51 0.20
H 1.08532 1.89418 -0.22584 -1.22 0.74 -0.23 0.09
H -3.29908 0.86506 0.01272 0.55 -0.84 -0.60 0.11
H -2.97198 -0.46343 1.01001 0.59 -0.27 -0.23 0.11
H 3.27297 -0.85624 0.21149 0.94 0.20 0.07 0.13
H -1.01353 1.39092 0.12192 0.35 1.00 0.14 0.10
H 2.68162 1.72544 -0.22768 2.00 -0.22 0.10 0.12

Please write out number 7 again, unchanged.
14
Properties=species:S:1:pos:R:3:forces:R:3:lowdin_charge:R:1 method="wB97M-V/def2-TZVPD" total_charge=0 e_above_lowest_kcal_mol=37.2 e_lumo_ev=1.097 homo_lumo_gap_ev=10.13 fmax_ha_per_bohr=0.061
F -0.96800 -2.61563 -0.03757 -0.63 -0.67 -0.66 0.00
N 0.27754 1.15009 -0.55341 0.94 -0.22 -0.54 -0.17
C 0.68937 2.55722 -0.73756 -2.07 -0.21 -2.34 -0.14
C 0.12661 -0.81965 0.80631 0.93 -1.16 -0.66 -0.10
C -0.76538 -1.29996 -0.07039 -0.87 2.14 0.46 -0.19
C 0.46892 0.65033 0.79088 0.07 -0.45 0.72 -0.29
H 0.89181 0.49643 -1.12005 -1.03 1.42 0.46 0.13
H 1.53814 0.81573 1.08545 -0.84 -0.09 0.44 0.12
H 1.66371 2.81347 -0.37731 0.65 0.21 0.53 0.05
H -0.25781 1.09427 1.49925 0.72 0.49 -0.24 0.12
H -1.51150 -0.61979 -0.71838 1.96 -2.03 1.38 0.16
H -0.11132 3.29980 -0.41556 1.06 -1.10 0.06 0.09
H 0.68185 2.64681 -1.86729 0.30 0.32 1.18 0.09
H 0.75725 -1.58433 1.39050 -1.19 1.38 -0.79 0.14